# 1
DFT (the ωB97M-V functional and the def2-TZVPD basis) results for a structure of composition C37H14F15GeO2S2TeTi.

**Gap between HOMO and LUMO**: 7.2 eV
**Lowest unoccupied orbital energy**: -4.573 eV
**Net charge**: +1

Atoms and positions in Å:
Ti  0.960  0.211  0.178
O  2.818  -0.323  0.899
C  2.944  0.928  0.838
O  2.369  1.452  -0.202
C  3.187  1.737  2.044
C  4.318  2.456  2.375
C  4.317  3.176  3.562
C  3.192  3.177  4.376
C  2.049  2.474  4.023
C  2.035  1.744  2.843
S  0.535  0.870  2.372
H  5.185  2.449  1.731
H  5.192  3.740  3.850
H  3.197  3.746  5.296
H  1.170  2.505  4.651
F  -3.664  3.875  -1.960
C  -3.705  2.976  -2.951
C  -3.213  1.697  -2.765
C  -3.298  0.834  -3.845
F  -2.834  -0.420  -3.726
C  -3.851  1.199  -5.059
F  -3.915  0.339  -6.065
C  -4.339  2.491  -5.210
F  -4.871  2.864  -6.359
C  -4.267  3.384  -4.152
F  -4.736  4.616  -4.292
Ge  -2.372  1.076  -1.149
S  -0.285  0.499  -1.756
C  -3.152  -0.575  -0.492
C  -4.250  -1.231  -1.020
F  -5.000  -0.661  -1.959
C  -4.625  -2.502  -0.595
F  -5.682  -3.101  -1.116
C  -3.884  -3.142  0.386
F  -4.228  -4.349  0.798
C  -2.781  -2.510  0.950
F  -2.071  -3.113  1.899
C  -2.460  -1.250  0.497
F  -1.382  -0.632  1.079
C  -2.412  2.380  0.274
C  -1.336  3.143  0.699
F  -0.130  3.009  0.104
C  -1.429  4.046  1.744
F  -0.365  4.733  2.141
C  -2.648  4.218  2.384
F  -2.754  5.074  3.384
C  -3.754  3.487  1.974
F  -4.924  3.662  2.570
C  -3.613  2.588  0.931
F  -4.701  1.911  0.538
Te  0.846  -2.493  -0.517
C  1.815  -3.528  1.019
C  2.155  -4.855  0.765
C  2.765  -5.605  1.758
C  3.015  -5.040  3.000
C  2.654  -3.725  3.254
C  2.055  -2.960  2.264
C  2.490  -2.119  -1.780
C  3.781  -2.302  -1.297
C  4.853  -2.033  -2.136
C  4.633  -1.580  -3.430
C  3.340  -1.407  -3.897
C  2.256  -1.682  -3.074
H  1.955  -5.313  -0.196
H  3.038  -6.633  1.565
H  3.486  -5.627  3.776
H  2.840  -3.287  4.225
H  1.781  -1.936  2.478
H  3.957  -2.646  -0.286
H  5.861  -2.183  -1.774
H  5.474  -1.370  -4.075
H  3.165  -1.066  -4.908
H  1.249  -1.561  -3.454

# 2
DFT (the ωB97M-V functional and the def2-TZVPD basis) results for a structure of composition C37H25AsBr4FN2O2Pt in a non-equilibrium geometry.

**Gap between HOMO and LUMO**: 5.6 eV
**Lowest unoccupied orbital energy**: 1.833 eV
**ΔE to the lowest compared entry with this formula, charge and spin**: 7.4 kcal/mol
**Net charge**: -1

Atoms and positions in Å:
Pt  0.017  -0.729  -0.493
Br  4.634  -0.396  5.367
C  3.816  -0.356  3.658
C  4.579  -0.318  2.510
Br  6.472  -0.339  2.599
C  3.930  -0.283  1.265
Br  4.928  -0.147  -0.347
C  2.547  -0.298  1.111
O  2.044  -0.240  -0.104
C  1.727  -0.326  2.324
O  0.447  -0.315  2.266
C  2.420  -0.369  3.548
Br  1.310  -0.335  5.089
F  -3.867  -6.225  -0.947
C  -3.434  -4.937  -0.918
C  -3.317  -4.241  -2.101
C  -2.863  -2.928  -2.053
C  -2.534  -2.304  -0.848
C  -2.029  -0.906  -0.800
C  -2.675  -3.053  0.325
C  -3.120  -4.365  0.300
H  -3.574  -4.723  -3.035
H  -2.758  -2.371  -2.978
H  -2.429  -0.384  0.073
H  -2.306  -0.362  -1.706
H  -2.407  -2.591  1.270
H  -3.219  -4.945  1.208
C  -4.259  3.502  0.819
C  -3.726  3.774  -0.432
C  -2.500  3.236  -0.802
C  -1.795  2.429  0.083
C  -2.363  2.111  1.317
C  -3.582  2.657  1.688
As  -0.068  1.631  -0.325
C  0.419  2.495  -1.992
C  0.482  3.881  -2.122
C  0.824  4.453  -3.336
C  1.113  3.643  -4.428
C  1.065  2.264  -4.301
C  0.717  1.690  -3.084
C  1.148  2.485  0.925
C  2.347  3.004  0.448
C  3.288  3.516  1.330
C  3.047  3.493  2.695
C  1.859  2.961  3.175
C  0.912  2.460  2.296
H  -5.206  3.938  1.112
H  -4.264  4.408  -1.125
H  -2.100  3.446  -1.785
H  -1.862  1.408  1.974
H  -4.006  2.417  2.655
H  0.267  4.512  -1.266
H  0.868  5.531  -3.431
H  1.382  4.092  -5.377
H  1.301  1.633  -5.148
H  0.683  0.612  -2.962
H  2.571  2.980  -0.610
H  4.219  3.912  0.946
H  3.791  3.871  3.384
H  1.675  2.908  4.240
H  0.016  2.006  2.692
N  -0.562  -6.558  -3.236
C  -0.304  -5.864  -2.357
C  0.032  -5.001  -1.259
C  0.302  -5.514  0.007
C  0.662  -4.632  1.007
C  0.726  -3.278  0.723
N  0.426  -2.784  -0.489
C  0.091  -3.630  -1.461
H  0.235  -6.579  0.185
H  0.896  -4.974  2.004
H  1.023  -2.558  1.471
H  -0.130  -3.200  -2.427

# 3
DFT (the ωB97M-V functional and the def2-TZVPD basis) results for a structure of composition C37H25MnN8O2S6 in a non-equilibrium geometry.

**Spin multiplicity**: 6
**Gap between HOMO and LUMO (spin up / spin down)**: 4.5 / 4.5 eV
**Lowest unoccupied orbital energy (spin up / spin down)**: 1.122 / 1.126 eV
**ΔE to the lowest compared entry with this formula, charge and spin**: 0.0 kcal/mol
**Net charge**: -1

Atoms and positions in Å:
Mn  -0.093  -0.531  0.593
C  0.723  3.851  -0.748
C  0.177  2.997  0.365
O  0.692  1.932  0.665
N  -0.924  3.478  0.991
C  -1.665  2.707  1.973
C  -2.776  1.909  1.337
C  -4.107  2.161  1.619
C  -5.074  1.442  0.920
C  -4.671  0.524  -0.028
C  -3.308  0.331  -0.234
N  -2.382  0.998  0.443
H  1.808  3.785  -0.740
H  0.414  4.892  -0.666
H  0.374  3.445  -1.699
H  -1.374  4.285  0.585
H  -2.072  3.391  2.719
H  -0.945  2.047  2.461
H  -4.379  2.908  2.352
H  -6.126  1.603  1.119
H  -5.381  -0.069  -0.585
H  -2.937  -0.375  -0.967
S  5.193  0.076  6.115
N  3.580  0.100  6.175
C  3.138  -0.077  4.935
C  1.738  -0.140  4.525
C  0.684  -0.083  5.437
C  -0.608  -0.196  4.967
C  -0.811  -0.337  3.592
N  0.189  -0.358  2.722
C  1.450  -0.282  3.170
C  2.549  -0.431  2.170
N  2.186  -0.625  0.902
C  3.114  -0.888  0.001
C  4.479  -0.903  0.314
C  4.867  -0.658  1.612
C  3.879  -0.429  2.573
C  4.181  -0.218  3.983
N  5.390  -0.143  4.529
H  0.905  0.023  6.490
H  -1.458  -0.188  5.632
H  -1.804  -0.465  3.171
H  2.753  -1.106  -0.994
H  5.199  -1.116  -0.462
H  5.906  -0.660  1.912
S  -2.215  -2.194  1.097
C  -1.752  -3.726  0.405
C  -2.832  -4.561  -0.052
N  -3.704  -5.202  -0.441
C  -0.468  -4.143  0.239
S  0.930  -3.207  0.634
C  -0.231  -5.465  -0.297
N  -0.001  -6.520  -0.691
O  -0.147  -0.239  -1.342
C  -0.062  -0.325  -2.676
C  -1.116  0.600  -3.299
C  -1.665  1.677  -2.677
C  -2.517  2.445  -3.519
C  -2.598  1.928  -4.776
S  -1.668  0.499  -4.926
C  -0.283  -1.755  -3.125
C  -1.483  -2.394  -3.240
C  -1.357  -3.799  -3.398
C  -0.055  -4.196  -3.422
S  1.006  -2.876  -3.246
C  1.288  0.246  -3.137
C  2.050  1.084  -2.383
C  3.193  1.581  -3.069
C  3.279  1.099  -4.340
S  1.984  0.041  -4.695
H  -1.461  1.884  -1.635
H  -3.052  3.325  -3.198
H  -3.180  2.286  -5.606
H  -2.432  -1.888  -3.141
H  -2.192  -4.480  -3.438
H  0.333  -5.197  -3.476
H  1.776  1.321  -1.366
H  3.918  2.250  -2.633
H  4.040  1.291  -5.075

# 4
DFT (the ωB97M-V functional and the def2-TZVPD basis) results for a structure of composition C37H26AlCl6O5P2S2 in a non-equilibrium geometry.

**Gap between HOMO and LUMO**: 7.9 eV
**Lowest unoccupied orbital energy**: 2.278 eV
**ΔE to the lowest compared entry with this formula, charge and spin**: 18.0 kcal/mol
**Net charge**: -1

Atoms and positions in Å:
Al  -2.299  0.311  0.463
Cl  -5.435  5.231  4.897
C  -4.913  3.922  3.882
C  -3.780  3.208  4.227
C  -3.366  2.187  3.392
Cl  -1.926  1.296  3.735
C  -4.059  1.839  2.219
O  -3.649  0.872  1.441
C  -5.219  2.577  1.934
Cl  -6.100  2.187  0.514
C  -5.639  3.615  2.745
H  -3.222  3.446  5.120
H  -6.524  4.176  2.486
Cl  -5.163  -5.826  2.862
C  -4.187  -4.489  2.352
C  -4.703  -3.571  1.457
C  -3.917  -2.504  1.067
Cl  -4.486  -1.395  -0.108
C  -2.621  -2.279  1.567
O  -1.894  -1.242  1.190
C  -2.144  -3.260  2.450
Cl  -0.540  -3.115  3.059
C  -2.897  -4.359  2.828
H  -5.698  -3.683  1.051
H  -2.465  -5.094  3.491
O  -1.162  3.355  -1.448
S  -2.091  2.588  -0.668
O  -1.348  1.859  0.471
O  -3.224  3.300  -0.150
S  -2.726  0.968  -1.721
C  1.894  -0.318  -1.267
P  0.354  -0.709  -0.265
C  0.158  -2.444  -0.854
C  1.145  -3.428  -0.864
C  0.878  -4.689  -1.375
C  -0.369  -4.984  -1.905
C  -1.344  -3.999  -1.948
C  -1.076  -2.740  -1.434
C  1.242  -0.692  1.350
C  1.091  0.489  2.077
C  1.799  0.703  3.251
C  2.679  -0.260  3.714
C  2.820  -1.449  3.014
C  2.105  -1.666  1.845
P  2.401  1.462  -1.031
C  4.163  1.224  -1.549
C  4.521  0.773  -2.818
C  5.852  0.569  -3.142
C  6.847  0.812  -2.202
C  6.501  1.255  -0.936
C  5.165  1.456  -0.612
C  1.795  2.192  -2.600
C  0.671  1.724  -3.268
C  0.246  2.340  -4.436
C  0.932  3.430  -4.943
C  2.043  3.919  -4.268
C  2.464  3.309  -3.099
H  1.723  -0.535  -2.323
H  2.712  -0.940  -0.900
H  2.138  -3.222  -0.492
H  1.656  -5.443  -1.368
H  -0.574  -5.975  -2.290
H  -2.309  -4.211  -2.389
H  -1.829  -1.963  -1.491
H  0.410  1.248  1.722
H  1.653  1.625  3.799
H  3.244  -0.094  4.623
H  3.491  -2.216  3.381
H  2.216  -2.618  1.348
H  3.751  0.590  -3.559
H  6.121  0.217  -4.130
H  7.887  0.656  -2.458
H  7.272  1.442  -0.198
H  4.889  1.798  0.379
H  0.098  0.895  -2.876
H  -0.633  1.962  -4.943
H  0.598  3.909  -5.854
H  2.577  4.779  -4.654
H  3.324  3.700  -2.567

# 5
DFT (the ωB97M-V functional and the def2-TZVPD basis) results for a structure of composition C37H26CoN9Se3 in a non-equilibrium geometry.

**Spin multiplicity**: 4
**Gap between HOMO and LUMO (spin up / spin down)**: 4.6 / 4.1 eV
**Lowest unoccupied orbital energy (spin up / spin down)**: 1.175 / -0.084 eV
**ΔE to the lowest compared entry with this formula, charge and spin**: 0.7 kcal/mol
**Net charge**: -1

Atoms and positions in Å:
Co  -0.996  0.128  -0.640
C  -2.561  0.441  5.612
C  -2.831  -0.916  5.452
C  -2.811  -1.514  4.198
C  -2.482  -0.713  3.121
C  -2.331  -0.993  1.696
N  -1.863  0.125  1.047
C  -1.829  1.146  1.959
N  -1.627  2.406  1.691
C  -1.120  2.779  0.521
C  -0.918  4.162  0.145
C  -1.335  5.357  0.713
C  -0.968  6.534  0.082
C  -0.182  6.519  -1.077
C  0.243  5.329  -1.642
C  -0.152  4.145  -1.030
C  0.044  2.756  -1.362
N  0.805  2.329  -2.366
C  0.807  1.075  -2.712
N  -0.129  0.133  -2.338
C  0.117  -0.999  -3.060
N  -0.620  -2.076  -3.097
C  -1.537  -2.302  -2.153
N  -1.649  -1.627  -0.970
C  -2.519  -2.321  -0.168
N  -2.731  -2.099  1.134
C  -3.071  -3.430  -0.899
C  -4.037  -4.381  -0.588
C  -4.340  -5.332  -1.545
C  -3.697  -5.340  -2.791
C  -2.750  -4.385  -3.113
C  -2.444  -3.422  -2.159
C  1.338  -0.834  -3.846
C  2.103  -1.733  -4.566
C  3.326  -1.296  -5.053
C  3.762  0.012  -4.833
C  2.984  0.920  -4.131
C  1.773  0.476  -3.625
N  -0.584  1.962  -0.428
C  -2.187  0.641  3.285
C  -2.241  1.243  4.526
H  -2.593  0.874  6.603
H  -3.050  -1.519  6.326
H  -3.026  -2.566  4.061
H  -1.935  5.358  1.614
H  -1.288  7.486  0.487
H  0.087  7.459  -1.542
H  0.868  5.305  -2.525
H  -4.535  -4.360  0.373
H  -5.091  -6.085  -1.337
H  -3.954  -6.107  -3.512
H  -2.268  -4.369  -4.083
H  1.763  -2.751  -4.708
H  3.970  -1.980  -5.592
H  4.741  0.307  -5.189
H  3.318  1.929  -3.933
H  -2.014  2.293  4.637
C  1.357  -2.477  1.762
Se  1.476  -1.824  -0.069
C  3.431  -1.543  -0.140
C  3.990  -0.500  0.811
Se  3.680  1.341  0.226
C  4.535  2.174  1.768
H  0.302  -2.685  1.932
H  1.688  -1.715  2.463
H  1.936  -3.393  1.865
H  3.617  -1.304  -1.190
H  3.886  -2.510  0.077
H  5.071  -0.626  0.904
H  3.547  -0.586  1.805
H  5.572  1.849  1.841
H  3.983  1.908  2.668
H  4.491  3.250  1.614
Se  1.555  0.576  3.471
C  1.187  0.854  5.200
N  0.939  1.032  6.322

# 6
DFT (the ωB97M-V functional and the def2-TZVPD basis) results for a structure of composition C37H26CoN9Se3.

**Spin multiplicity**: 4
**Gap between HOMO and LUMO (spin up / spin down)**: 4.7 / 3.8 eV
**Lowest unoccupied orbital energy (spin up / spin down)**: 1.254 / -0.083 eV
**ΔE to the lowest compared entry with this formula, charge and spin**: 0.0 kcal/mol
**Net charge**: -1

Atoms and positions in Å:
Co  -0.307  -0.569  0.640
C  -5.374  -2.643  -2.802
C  -4.505  -3.683  -3.166
C  -3.182  -3.692  -2.766
C  -2.734  -2.627  -1.991
C  -1.460  -2.310  -1.405
N  -1.567  -1.171  -0.644
C  -2.842  -0.703  -0.782
N  -3.316  0.467  -0.328
C  -2.633  1.181  0.520
C  -3.058  2.511  0.957
C  -4.075  3.351  0.542
C  -4.189  4.585  1.166
C  -3.314  4.960  2.186
C  -2.300  4.111  2.608
C  -2.178  2.888  1.972
C  -1.230  1.789  2.116
N  -0.317  1.761  3.039
C  0.572  0.763  3.098
N  0.808  -0.185  2.131
C  1.863  -0.945  2.549
N  2.525  -1.851  1.840
C  2.104  -2.218  0.658
N  0.876  -1.960  0.110
C  0.767  -2.721  -1.030
N  -0.331  -2.962  -1.687
C  2.028  -3.406  -1.297
C  2.477  -4.182  -2.347
C  3.767  -4.691  -2.267
C  4.579  -4.433  -1.167
C  4.131  -3.642  -0.117
C  2.856  -3.125  -0.212
C  2.284  -0.521  3.864
C  3.274  -0.974  4.726
C  3.447  -0.298  5.920
C  2.648  0.806  6.251
C  1.659  1.258  5.398
C  1.479  0.579  4.198
N  -1.507  0.805  1.192
C  -3.610  -1.597  -1.607
C  -4.940  -1.595  -2.013
H  -6.401  -2.674  -3.142
H  -4.891  -4.499  -3.766
H  -2.510  -4.500  -3.024
H  -4.752  3.045  -0.246
H  -4.965  5.271  0.852
H  -3.427  5.933  2.647
H  -1.610  4.387  3.394
H  1.850  -4.364  -3.211
H  4.157  -5.285  -3.084
H  5.583  -4.835  -1.142
H  4.757  -3.408  0.733
H  3.876  -1.832  4.458
H  4.217  -0.616  6.612
H  2.810  1.303  7.200
H  1.035  2.107  5.645
H  -5.605  -0.794  -1.715
C  1.192  1.334  -4.657
Se  -0.247  0.445  -3.682
C  -1.184  2.046  -3.033
C  -0.289  2.985  -2.241
Se  0.924  2.011  -1.020
C  1.183  3.477  0.242
H  0.804  2.159  -5.250
H  1.619  0.578  -5.312
H  1.953  1.673  -3.957
H  -2.006  1.665  -2.432
H  -1.603  2.551  -3.905
H  -0.867  3.685  -1.634
H  0.336  3.554  -2.928
H  0.236  3.724  0.716
H  1.597  4.343  -0.270
H  1.886  3.123  0.993
Se  3.761  0.222  -0.835
C  5.231  -0.670  -1.353
N  6.175  -1.253  -1.703

no.,molecular weight (g/mol)
1,1087.7
2,1138.2
3,861.0
4,916.4
5,892.5
6,892.5